{
  "formula": "C4H12",
  "method": "ωB97M-V/def2-TZVPD",
  "species": ["C", "C", "H", "H", "H", "H", "H", "H", "C", "C", "H", "H", "H", "H", "H", "H"],
  "coordinates": [[0.4155, -0.0371, 2.4091], [1.4603, 0.0174, 1.2531], [-0.5899, 0.0683, 2.0167], [0.4599, -0.9853, 2.9436], [0.6264, 0.7707, 3.0992], [2.1131, -0.8576, 1.2683], [2.0764, 0.9052, 1.3396], [0.9479, 0.0684, 0.3014], [-0.4892, -0.6121, -1.9909], [-1.3612, 0.6497, -1.6780], [0.4972, -0.3030, -2.3361], [-0.4686, -1.2388, -1.1110], [-0.9331, -1.1660, -2.8165], [-2.0481, 0.3869, -0.8713], [-2.0101, 0.8405, -2.5361], [-0.7537, 1.5056, -1.4228]],
  "lowdin_charge": [-0.149, -0.147, 0.049, 0.057, 0.053, 0.062, 0.056, 0.023, -0.168, -0.159, 0.059, 0.046, 0.055, 0.055, 0.055, 0.052],
  "smiles": "CC.CC",
  "de_lowest_ev": 0.280,
  "multiplicity": 1
}